# 1
Computed, not measured: a single C17H28N4O3 molecule, with ωB97M-V/def2-TZVPD.

Output
HOMO-LUMO gap, eV: 8.19
Strongest force on any atom, eV/A: 0.72
Structure (SMILES): CCCCCCn1c(O)c(/C=N/N2CCCCCC2)c(=O)[nH]c1=O
Relative energy (zero: lowest compared OMol25 entry of this formula, charge and spin), kJ/mol: 193.7

Last column: natural (NBO) charge in e.
Geometry (Å):
C (-6.50543, -0.69796, 1.16511)  -0.608
C (-6.13616, -0.37046, -0.27724)  -0.410
C (-5.50698, -1.55215, -1.01647)  -0.386
C (-4.12734, -1.98714, -0.51553)  -0.401
C (-3.04221, -0.91806, -0.69249)  -0.415
C (-2.78037, -0.13221, 0.59331)  -0.220
N (-1.88370, 0.98744, 0.34731)  -0.437
C (-0.53118, 0.81287, 0.38268)  0.622
O (-0.11339, -0.40966, 0.68997)  -0.674
C (0.34451, 1.84294, 0.12245)  -0.382
C (1.77798, 1.66144, 0.16512)  0.019
N (2.27248, 0.51508, 0.47358)  -0.297
N (3.56945, 0.22254, 0.48305)  -0.247
C (3.91313, -1.01594, 1.13714)  -0.213
C (4.68972, -1.98328, 0.21190)  -0.419
C (5.05134, -1.35019, -1.13063)  -0.399
C (6.15891, -0.30057, -1.01983)  -0.397
C (5.98341, 0.64908, 0.16558)  -0.409
C (4.58094, 1.23498, 0.26112)  -0.238
C (-0.16845, 3.14985, -0.21423)  0.667
O (0.48339, 4.14101, -0.46880)  -0.617
N (-1.56291, 3.20910, -0.23489)  -0.632
C (-2.45600, 2.20375, 0.01274)  0.797
O (-3.65394, 2.36219, -0.04647)  -0.625
H (-6.98517, 0.15875, 1.63231)  0.213
H (-5.62744, -0.95468, 1.75280)  0.193
H (-7.19583, -1.53890, 1.19978)  0.200
H (-5.46945, 0.49170, -0.30564)  0.216
H (-7.04728, -0.08773, -0.81041)  0.202
H (-6.18281, -2.40874, -0.94390)  0.197
H (-5.42118, -1.29357, -2.07482)  0.199
H (-4.18642, -2.27856, 0.53375)  0.196
H (-3.84058, -2.87750, -1.07917)  0.210
H (-3.34313, -0.21911, -1.47512)  0.208
H (-2.10477, -1.38457, -1.00158)  0.212
H (-3.70788, 0.29004, 0.97918)  0.236
H (-2.32106, -0.77494, 1.34566)  0.222
H (0.89294, -0.36440, 0.67508)  0.517
H (2.35700, 2.54507, -0.08157)  0.210
H (2.97210, -1.47483, 1.44575)  0.219
H (4.48964, -0.80957, 2.04711)  0.184
H (4.07381, -2.86292, 0.02116)  0.212
H (5.59991, -2.32237, 0.70809)  0.200
H (4.15514, -0.90034, -1.55964)  0.208
H (5.38181, -2.13435, -1.81448)  0.212
H (6.18691, 0.27623, -1.94656)  0.205
H (7.12446, -0.80057, -0.91560)  0.204
H (6.23423, 0.13398, 1.09273)  0.201
H (6.68494, 1.47946, 0.06071)  0.224
H (4.34095, 1.74805, -0.67765)  0.200
H (4.54937, 1.98190, 1.07079)  0.191
H (-1.96741, 4.10779, -0.47323)  0.430

=====

# 2
Computed, not measured: a molecular structure, C46H31F9N5O2PPrSe2 in a non-equilibrium geometry, with ωB97M-V/def2-TZVPD.

Output
2S+1: 3
Total charge: +3
HOMO-LUMO gap (spin up / spin down), eV: 7.88 / 7.89
Strongest force on any atom, eV/A: 1.06

Last column: Löwdin charge in e.
Geometry (Å):
Pr (-0.23540, 0.61760, 0.32760)  0.990
C (1.77810, 2.05050, -3.84380)  0.002
C (1.62010, 0.89830, -4.59840)  0.013
C (1.20160, -0.26260, -3.96180)  0.036
C (0.93660, -0.22380, -2.59940)  -0.212
N (1.03870, 0.90620, -1.86650)  0.009
C (1.46240, 2.01160, -2.49580)  -0.103
C (0.70420, -1.47730, -1.80800)  -0.138
C (1.96020, -2.24120, -1.75440)  -0.072
C (0.90080, -4.38460, -0.69440)  -0.055
C (-0.19780, -3.73400, 0.05980)  0.019
C (-0.72710, -2.51130, -0.14430)  -0.195
N (-0.33910, -1.51340, -1.04690)  0.081
C (-1.86770, -2.15130, 0.75710)  -0.205
C (-2.83110, -3.10700, 1.07740)  0.017
C (-3.74260, -2.85890, 2.08980)  0.007
C (-3.67140, -1.64120, 2.75290)  -0.005
C (-2.73680, -0.71270, 2.32880)  -0.094
N (-1.85660, -0.93630, 1.34200)  -0.009
H (2.14750, 2.96120, -4.28690)  0.128
H (1.83760, 0.88860, -5.65360)  0.133
H (1.08660, -1.18010, -4.51660)  0.136
H (1.57740, 2.89730, -1.87640)  0.110
H (2.76020, -1.51390, -1.59670)  0.182
H (1.21290, -5.29870, -0.18970)  0.134
H (-0.67410, -4.36010, 0.80170)  0.124
H (-2.86350, -4.03740, 0.53550)  0.130
H (-4.48050, -3.59620, 2.36110)  0.132
H (-4.33670, -1.41520, 3.57030)  0.126
H (-2.67550, 0.25490, 2.82540)  0.105
Se (-1.10530, 3.57050, -0.59670)  0.833
Se (-2.33910, 2.84280, 1.27920)  0.838
C (-0.86590, 2.93950, 2.55530)  -0.607
C (-1.01570, 3.64100, 3.73830)  -0.051
C (0.08980, 3.75170, 4.57060)  0.005
C (1.28720, 3.17290, 4.17120)  0.004
C (1.32840, 2.46430, 2.98050)  -0.080
N (0.26630, 2.33050, 2.17590)  -0.098
C (-2.02750, 2.41940, -1.86370)  -0.616
C (-2.69020, 2.95660, -2.95360)  -0.051
C (-3.41170, 2.09250, -3.76560)  0.000
C (-3.44370, 0.74340, -3.43830)  -0.001
C (-2.72790, 0.30090, -2.33640)  -0.088
N (-2.01200, 1.11780, -1.55540)  -0.075
H (-1.96550, 4.09130, 3.98720)  0.123
H (0.01380, 4.29430, 5.49990)  0.134
H (2.17540, 3.27540, 4.77370)  0.126
H (2.23740, 1.97310, 2.65310)  0.119
H (-2.65660, 4.01840, -3.14920)  0.122
H (-3.95220, 2.46930, -4.62100)  0.133
H (-4.02030, 0.04990, -4.02730)  0.125
H (-2.72440, -0.74380, -2.05050)  0.118
O (1.76030, -1.43580, 0.85130)  -0.352
O (1.19820, -0.42190, 1.72830)  -0.357
F (-0.99260, -5.46710, 6.43660)  0.184
C (-1.15290, -5.71200, 5.13970)  -0.603
F (-2.37530, -5.24780, 4.79770)  0.139
F (-1.16220, -7.02240, 4.94980)  0.182
C (-0.12290, -4.99180, 4.29950)  -0.078
C (0.77210, -5.67230, 3.48660)  0.034
C (1.61760, -4.94440, 2.66580)  -0.054
C (1.54890, -3.55460, 2.66850)  -0.284
C (0.68800, -2.87490, 3.52750)  -0.037
C (-0.15400, -3.60300, 4.34320)  0.023
P (2.61020, -2.57070, 1.59450)  1.087
C (3.17170, -3.36750, 0.06560)  -0.169
C (2.11260, -3.52280, -0.96420)  -0.297
C (2.54370, -3.48080, -2.41090)  -0.047
C (3.99620, -3.53220, -2.65460)  -0.041
C (4.89250, -3.55170, -1.65450)  0.054
C (4.47340, -3.36630, -0.28460)  0.007
C (4.40500, -3.47730, -4.10680)  -0.593
F (4.09310, -2.23820, -4.56140)  0.142
F (5.69440, -3.66220, -4.30420)  0.197
F (3.71670, -4.33420, -4.85900)  0.178
C (3.89920, -1.75500, 2.55200)  -0.268
C (4.36760, -0.52290, 2.09920)  -0.053
C (5.25870, 0.18910, 2.87610)  0.017
C (5.68980, -0.33890, 4.08820)  -0.073
C (5.25590, -1.58360, 4.52270)  0.036
C (4.34960, -2.29550, 3.75340)  -0.026
C (6.58450, 0.53550, 4.94290)  -0.601
F (5.83480, 1.49550, 5.51970)  0.153
F (7.50000, 1.16020, 4.20140)  0.169
F (7.20420, -0.12620, 5.90700)  0.185
H (0.81480, -6.75080, 3.50460)  0.138
H (2.33710, -5.44750, 2.03670)  0.120
H (0.68430, -1.79380, 3.54790)  0.109
H (-0.83390, -3.11120, 5.02230)  0.137
H (0.48500, -4.70060, -1.66120)  0.155
H (1.93770, -3.99560, -3.14600)  0.167
H (5.95010, -3.63810, -1.86330)  0.141
H (5.24370, -3.18040, 0.45070)  0.128
H (4.01710, -0.11860, 1.15930)  0.117
H (5.62550, 1.15010, 2.55520)  0.135
H (5.61630, -1.98870, 5.45640)  0.138
H (3.98610, -3.25650, 4.09210)  0.121

=====

# 3
Computed, not measured: 2 unconnected molecules or ions with the total composition C2H9NS in a non-equilibrium geometry, with ωB97M-V/def2-TZVPD.

Output
HOMO-LUMO gap, eV: 9.60
Strongest force on any atom, eV/A: 5.70
Structure (SMILES): CSC.N
Relative energy (zero: lowest compared OMol25 entry of this formula, charge and spin), kJ/mol: 146.5

Last column: natural (NBO) charge in e.
Geometry (Å):
C (1.22124, 0.65199, -1.16579)  -0.738
S (0.92368, -0.41594, 0.33639)  0.103
C (-0.07387, 0.87806, 1.36727)  -0.695
H (2.31021, 0.85323, -1.26691)  0.223
H (0.74445, 1.54591, -0.66236)  0.221
H (0.70427, 0.40018, -2.12658)  0.222
H (0.32602, 1.30371, 2.22034)  0.211
H (-0.49820, 1.56107, 0.63567)  0.206
H (-0.88501, 0.07610, 1.55124)  0.252
N (-2.40022, -0.82307, -0.58785)  -1.112
H (-1.45018, -0.91624, -0.88391)  0.384
H (-3.09141, -1.53587, -0.90391)  0.364
H (-3.02166, -0.05192, -1.03972)  0.359

=====

# 4
Computed, not measured: a single C6H6 molecule in a non-equilibrium geometry, with ωB97M-V/def2-TZVPD.

Output
HOMO-LUMO gap, eV: 10.50
Strongest force on any atom, eV/A: 1.02
Structure (SMILES): C#CCC#CC
Relative energy (zero: lowest compared OMol25 entry of this formula, charge and spin), kJ/mol: 386.7

Last column: natural (NBO) charge in e.
Geometry (Å):
C (3.10293, 0.42699, 0.27964)  -0.244
C (2.22900, 0.01553, -0.43624)  0.010
C (1.15033, -0.85210, -0.92106)  -0.537
C (-0.19150, -0.39350, -0.50231)  -0.031
C (-1.26910, 0.06840, -0.21080)  0.025
C (-2.59083, 0.62758, 0.11642)  -0.683
H (3.84226, 0.56182, 1.03180)  0.237
H (1.15540, -1.07840, -1.99222)  0.253
H (1.51528, -1.76619, -0.43553)  0.263
H (-2.56773, 1.22703, 1.03346)  0.236
H (-2.95066, 1.27674, -0.68950)  0.235
H (-3.33466, -0.16370, 0.25867)  0.235

=====

# 5
Computed, not measured: a molecular structure, C20H28AuN11OSSi in a non-equilibrium geometry, with ωB97M-V/def2-TZVPD.

Output
HOMO-LUMO gap, eV: 7.18
Strongest force on any atom, eV/A: 1.70
Relative energy (zero: lowest compared OMol25 entry of this formula, charge and spin), kJ/mol: 37.2

Last column: natural (NBO) charge in e.
Geometry (Å):
Au (-1.15150, -1.41420, -0.72571)  1.298
N (-4.09582, -3.15555, -1.12379)  -0.590
C (-3.88517, -2.00102, -1.82160)  0.467
N (-4.77265, -1.48180, -2.64564)  -0.363
N (-4.21496, -0.33171, -3.09083)  -0.060
N (-3.05822, -0.14752, -2.57790)  -0.134
N (-2.80758, -1.20463, -1.75496)  -0.458
C (-3.25486, -3.68337, -0.15686)  0.438
N (-3.46672, -4.81863, 0.47183)  -0.366
N (-2.39878, -4.94188, 1.29505)  -0.080
N (-1.60058, -3.93936, 1.16323)  -0.139
N (-2.13072, -3.10715, 0.22999)  -0.539
H (-4.95207, -3.64856, -1.31140)  0.437
C (1.90263, 0.82514, -3.88248)  -1.116
Si (0.71851, 0.82968, -2.43590)  1.639
C (1.70653, 1.16540, -0.88395)  -1.125
C (-0.60638, 2.11262, -2.64275)  -1.125
C (-0.09084, -0.87528, -2.42971)  -1.063
H (2.52048, 1.72753, -3.89421)  0.238
H (1.36109, 0.77794, -4.83073)  0.243
H (2.57099, -0.03921, -3.83547)  0.232
H (2.21849, 2.12738, -0.97226)  0.246
H (2.47011, 0.40071, -0.71504)  0.228
H (1.07090, 1.20979, 0.00213)  0.227
H (-0.21217, 3.12991, -2.56996)  0.235
H (-1.38926, 1.97958, -1.89325)  0.244
H (-1.08961, 1.99875, -3.61546)  0.256
H (0.59386, -1.71771, -2.54090)  0.207
H (-0.85465, -0.93916, -3.20203)  0.249
S (4.41827, -1.46377, 2.70960)  0.296
C (2.87942, -1.54536, 1.82162)  -0.087
C (2.81060, -2.24799, 0.62746)  -0.260
C (1.61513, -2.28597, -0.06061)  0.093
N (0.52214, -1.66678, 0.39362)  -0.478
C (0.56390, -1.02988, 1.57383)  0.078
C (1.72427, -0.94856, 2.30978)  -0.244
C (4.61008, 0.31125, 2.69543)  -0.148
C (4.20141, 1.08165, 3.77276)  -0.264
C (4.39224, 2.45565, 3.70714)  0.043
N (4.95012, 3.07304, 2.66841)  -0.395
C (5.34279, 2.31753, 1.64366)  0.044
C (5.19790, 0.93790, 1.60693)  -0.255
H (3.68099, -2.74937, 0.22852)  0.247
H (1.51902, -2.82837, -0.98883)  0.227
H (-0.37009, -0.60756, 1.91877)  0.252
H (1.72407, -0.42604, 3.25549)  0.243
H (3.75728, 0.62573, 4.64779)  0.232
H (4.08545, 3.08805, 4.53283)  0.201
H (5.80005, 2.83994, 0.81088)  0.202
H (5.53556, 0.36571, 0.75306)  0.232
C (-4.02960, 1.66570, 0.37502)  -0.437
C (-2.94501, 2.58453, 0.94413)  -0.434
C (-1.75499, 1.63869, 1.14137)  -0.074
O (-2.27176, 0.29554, 1.07002)  -0.589
C (-3.70874, 0.35537, 1.06316)  -0.062
H (-3.91862, 1.55197, -0.70408)  0.228
H (-5.03875, 2.01293, 0.59191)  0.224
H (-3.26245, 2.99998, 1.90131)  0.207
H (-2.69725, 3.41100, 0.27974)  0.225
H (-1.26849, 1.78932, 2.10877)  0.175
H (-1.00963, 1.74875, 0.35269)  0.182
H (-4.07646, 0.33832, 2.09387)  0.172
H (-4.07989, -0.52657, 0.54453)  0.201

=====

# 6
Computed, not measured: 4 unconnected molecules or ions with the total composition C4H15NO5 in a non-equilibrium geometry, with ωB97M-V/def2-TZVPD.

Output
HOMO-LUMO gap, eV: 10.30
Strongest force on any atom, eV/A: 2.79
Structure (SMILES): CCCNC(=O)O.O.O.O
Relative energy (zero: lowest compared OMol25 entry of this formula, charge and spin), kJ/mol: 54.9

Last column: natural (NBO) charge in e.
Geometry (Å):
C (-0.15807, -2.31395, 1.06462)  -0.615
C (1.10588, -1.60172, 1.48854)  -0.394
C (1.05029, -0.07101, 1.25664)  -0.220
N (1.53742, 0.24761, -0.09582)  -0.640
C (1.15447, 1.41733, -0.72683)  0.882
O (1.74640, 1.88192, -1.66587)  -0.630
O (0.08347, 1.97990, -0.14339)  -0.720
H (-0.34792, -2.20287, 0.00226)  0.218
H (-0.05673, -3.38650, 1.24879)  0.212
H (-0.98747, -2.03163, 1.71388)  0.207
H (1.31707, -1.75559, 2.54500)  0.202
H (1.99897, -1.84010, 0.90715)  0.192
H (1.77058, 0.37176, 1.94989)  0.181
H (0.06061, 0.27674, 1.52033)  0.217
H (2.52483, 0.08444, -0.18987)  0.399
H (-0.30429, 2.67657, -0.68698)  0.505
O (-2.55987, 0.21313, -2.55861)  -1.022
H (-2.68176, 0.94929, -1.97110)  0.506
H (-3.13532, -0.48816, -2.85284)  0.521
O (0.68844, 4.58966, 1.14811)  -0.935
H (-0.06625, 4.02480, 1.33147)  0.466
H (1.19492, 4.10833, 0.48648)  0.471
O (-2.27201, -2.43356, -1.71806)  -0.966
H (-1.78223, -1.60961, -1.75873)  0.491
H (-1.88144, -3.08679, -2.29505)  0.473

=====

# 7
Computed, not measured: a gas-phase ion, C6H5IN3 (charge +1) in a non-equilibrium geometry, with ωB97M-V/def2-TZVPD.

Output
Total charge: +1
HOMO-LUMO gap, eV: 6.97
Strongest force on any atom, eV/A: 5.03
Structure (SMILES): I/N=C/[C@@H]1c2cccn[n+]21
Relative energy (zero: lowest compared OMol25 entry of this formula, charge and spin), kJ/mol: 473.7

Last column: natural (NBO) charge in e.
Geometry (Å):
I (4.57677, 1.54328, 0.17687)  0.435
N (2.94037, 1.09467, -0.86007)  -0.541
C (2.22235, 0.09006, -0.74193)  0.050
C (0.80379, -0.29972, -1.15483)  -0.037
C (-0.59179, 0.18277, -0.84195)  0.202
C (-1.78875, 0.70862, -0.46183)  -0.108
C (-2.30039, 0.15555, 0.80069)  -0.168
C (-1.54675, -0.77878, 1.40811)  -0.012
N (-0.24809, -1.18852, 1.07284)  -0.046
N (-0.02075, -0.63996, -0.01498)  -0.032
H (2.56315, -0.68917, -0.01558)  0.169
H (0.89120, -1.08432, -2.00724)  0.274
H (-2.23590, 1.51604, -0.88681)  0.251
H (-3.32973, 0.66155, 1.16129)  0.304
H (-1.93548, -1.27208, 2.36542)  0.260

=====

# 8
Computed, not measured: a molecular structure, C4H8ClO3P in a non-equilibrium geometry, with ωB97M-V/def2-TZVPD.

Output
Total charge: -2
HOMO-LUMO gap, eV: 6.62
Strongest force on any atom, eV/A: 1.43
Relative energy (zero: lowest compared OMol25 entry of this formula, charge and spin), kJ/mol: 0.0

Last column: natural (NBO) charge in e.
Geometry (Å):
C (0.60984, 1.84995, 0.47425)  -0.615
C (-1.22792, 0.54399, -0.55343)  -0.631
C (0.26867, 0.54898, -0.24804)  -0.329
C (0.83583, -0.72602, 0.46538)  0.267
O (1.96032, -0.67848, 0.94827)  -0.692
O (0.64144, -2.08572, -1.81602)  -1.219
O (0.42545, -3.53008, 0.26422)  -1.182
P (0.17079, -2.21875, -0.39286)  1.966
Cl (-0.58467, -0.60552, 2.34494)  -0.763
H (0.17378, 2.70379, -0.06053)  0.161
H (0.19416, 1.81230, 1.47817)  0.230
H (1.68776, 1.99118, 0.54139)  0.198
H (-1.46135, -0.16531, -1.34199)  0.214
H (-1.55123, 1.53678, -0.89264)  0.158
H (-1.78020, 0.28780, 0.34852)  0.243
H (0.80792, 0.52547, -1.20696)  0.214
H (-1.17061, -1.79037, -0.35268)  -0.221

=====

Listing energy for the structures above in their given order: -30187.409 -238236.721 -14543.775 -6315.192 -62035.755 -16118.995 -18860.547 -32232.946 eV.